ORCA calculation (wB97M-V/def2-TZVPD) on a cluster of 9 separate species, C7H31NO8 in total.

Computed properties:
DFT total energy in a.u.: -941.85371
Frontier orbital gap in eV: 9.102
Maximum force in hartree/bohr: 0.2778
HOMO in eV: -8.639
Energy relative to the best compared isomer or geometry (same formula, charge and spin) in kcal per mole: 103.3
SMILES: C/C=C/CCCCN.O.O.O.O.O.O.O.O

Geometry (Å):
C 2.051 1.542 2.490
C 0.579 1.108 2.692
C -0.201 0.420 1.526
C 0.332 0.674 0.164
C -0.730 0.051 -0.696
C -0.696 -1.140 -1.278
C -1.852 -1.692 -1.955
N 3.105 0.496 2.632
H 2.201 1.910 1.408
H 2.273 2.234 3.263
H 0.176 2.109 3.071
H 0.568 0.488 3.590
H -1.212 0.867 1.576
H -0.204 -0.617 1.752
H 1.277 0.149 -0.031
H 0.301 1.721 -0.147
H -1.614 0.675 -0.712
H 0.228 -1.704 -1.331
H -1.529 -2.497 -2.603
H -2.595 -2.203 -1.388
H -2.458 -0.865 -2.432
H 3.152 -0.166 1.732
H 2.858 -0.111 3.423
H 0.864 0.581 -3.591
H 0.144 -0.628 -3.221
O 0.976 -0.396 -3.448
H -3.725 1.824 2.094
H -3.506 0.639 1.288
O -3.560 1.606 1.173
H -0.513 2.344 -2.901
H 0.506 2.814 -3.963
O 0.208 2.172 -3.565
H 0.564 -3.699 1.145
H 1.067 -2.296 1.090
O 0.231 -2.806 1.304
H -2.732 3.538 -0.619
H -1.979 2.408 -0.116
O -1.990 3.043 -0.767
H -2.314 -1.132 1.697
H -3.413 -1.975 0.819
O -3.323 -1.131 1.515
H 3.139 -2.388 0.015
H 2.199 -1.297 -0.304
O 2.536 -1.844 0.507
H 3.670 -1.732 -2.454
H 2.165 -1.194 -2.430
O 2.774 -1.899 -2.015